Record 1
19
Properties=species:S:1:pos:R:3 method="wB97M-V/def2-TZVPD" energy_ha=-365.01650 de_lowest_ev=5.850 max_force_ev_per_a=5.6 charge=0 lumo_energy_ev=0.73 homo_lumo_gap_ev=8.70 homo_ev=-7.968
N -1.73055 0.95972 1.28704
H -1.59025 -0.21444 -1.70480
C 0.68887 0.74013 0.12146
H -1.73257 -1.56391 -0.57362
H -3.00764 -0.34224 -0.65542
C -1.92422 -0.49703 -0.70497
C 0.93710 0.97684 -1.34454
C 0.86172 -0.49236 0.72009
H 0.71228 1.60511 0.77678
C 0.75804 -1.75929 1.01692
H 1.92213 1.43239 -1.44276
H 0.94018 0.04235 -1.90542
O 2.69365 0.12164 0.72909
H 1.64373 -2.30582 1.31474
H -0.18495 -2.29042 1.00686
H -2.75841 0.97946 1.25242
H 2.80679 0.66207 1.52438
H 0.17809 1.64253 -1.76258
C -1.21399 0.30327 0.34432

=====

Record 2
19
Properties=species:S:1:pos:R:3 method="wB97M-V/def2-TZVPD" smiles=Cc1c[nH]cc1C.O energy_ha=-365.21508 de_lowest_ev=0.446 max_force_ev_per_a=1.1 charge=0 lumo_energy_ev=0.82 homo_lumo_gap_ev=9.12 homo_ev=-8.304
H -2.65917 -1.33914 0.48356
H 2.44374 -1.13064 -0.75102
H 0.18293 1.38298 1.83693
C -1.42865 0.87826 -0.67274
H 1.64309 1.13980 -1.71523
H -1.12395 -2.27688 0.59269
H 1.54716 1.71057 1.25157
H 1.77457 -1.36985 0.84675
C 0.71393 0.82828 -1.25828
O 1.12109 1.50470 2.09064
H -0.53583 2.45810 -1.76476
H -1.46966 -0.99912 1.74722
H -2.45794 1.21718 -0.62192
C 0.46205 -0.31390 -0.53675
N -0.45064 1.53682 -1.34590
C -1.59131 -1.30031 0.71104
C 1.52286 -1.31385 -0.21404
H 1.21385 -2.32305 -0.50450
C -0.90809 -0.28995 -0.17526

=====

Record 3
19
Properties=species:S:1:pos:R:3 method="wB97M-V/def2-TZVPD" smiles=O[C@]12CCN[C@@H]1CC2 energy_ha=-364.96489 de_lowest_ev=7.254 max_force_ev_per_a=15.5 charge=0 lumo_energy_ev=0.86 homo_lumo_gap_ev=8.80 homo_ev=-7.943
H 0.05699 -1.98670 -1.93976
C 1.20013 1.14503 0.99809
C -1.04941 -0.28524 -1.03155
C -0.17398 -1.66876 -0.88890
C -0.52009 0.37074 0.06308
H 1.21608 -1.99816 0.59404
H -0.81356 0.30994 -1.88943
H -0.64444 2.35850 1.45411
H 1.29533 0.68835 1.95126
O -1.00551 -0.32929 1.23641
H 1.37455 0.44101 -1.28909
C 1.02724 0.06048 -0.12087
H -0.79504 -2.53672 -0.36834
H -2.15968 -0.77707 -0.76817
C -0.11932 1.65680 0.62784
H 0.02248 2.40213 -0.09458
N 1.09918 -1.17826 -0.23311
H -2.12569 -0.34250 0.92035
H 2.11474 1.66972 0.77860

=====

Record 4
19
Properties=species:S:1:pos:R:3 method="wB97M-V/def2-TZVPD" smiles="C=C(C)C.NC=C=O" energy_ha=-365.09515 de_lowest_ev=3.709 max_force_ev_per_a=4.1 charge=0 lumo_energy_ev=0.54 homo_lumo_gap_ev=8.66 homo_ev=-8.120
H -1.51075 -2.22232 1.97184
H 0.08604 -1.84201 -1.13771
H -0.24947 1.97170 -1.60043
H 0.73966 1.19663 -2.82408
H -1.13272 -0.64899 -1.10475
C 1.66952 0.00664 0.12795
C 0.81034 0.17651 -0.88055
C -0.79639 0.78765 1.31275
C -0.69689 -0.31907 2.00109
H -2.55688 -1.01722 2.33311
O -0.94273 1.82597 0.73696
C 0.67809 1.45193 -1.71544
C -0.16249 -0.84651 -1.40059
H -0.22593 -0.95061 -2.50067
H 2.05271 0.86052 0.69668
H 1.88861 -0.95545 0.67565
N -1.60185 -1.24451 2.52628
H 1.57927 2.14462 -1.47345
H 0.37188 -0.37546 2.25536

=====

Record 5
19
Properties=species:S:1:pos:R:3 method="wB97M-V/def2-TZVPD" energy_ha=-365.13661 de_lowest_ev=2.581 max_force_ev_per_a=5.4 charge=0 lumo_energy_ev=0.93 homo_lumo_gap_ev=9.02 homo_ev=-8.091
C -2.16499 0.28566 -1.21391
H -0.45712 -0.22758 -2.39526
C 2.53326 0.12193 0.41800
N 1.08430 -1.12457 2.62321
H -0.62184 -0.81626 1.43449
H 2.07146 -0.90819 2.66095
H 3.23536 0.60773 1.14951
H 0.70579 1.40009 -1.41990
O -2.82059 0.36405 -2.24520
C 0.12139 0.90515 -0.55262
H 2.75802 -0.90592 0.23352
H 0.63798 -1.10974 3.45411
C 0.43028 -0.49423 1.48626
C -0.71828 -0.18023 -1.30095
C 1.04017 0.19284 0.51172
H -2.45200 0.77158 -0.26998
H 2.83302 0.68183 -0.38049
H -0.45988 1.66768 -0.07281
H -0.72719 -1.18833 -0.88594

=====

Record 6
20
Properties=species:S:1:pos:R:3 method="wB97M-V/def2-TZVPD" smiles="C=C(C)/C(O)=C(/C)ON" energy_ha=-440.34495 de_lowest_ev=3.872 max_force_ev_per_a=1.8 charge=0 lumo_energy_ev=0.81 homo_lumo_gap_ev=9.11 homo_ev=-8.297
C 0.28113 -0.67530 0.11529
H -3.08001 -1.28617 0.73803
H -0.44596 2.73246 -0.94094
O 0.86939 -1.92675 0.16861
H 2.99301 0.33904 -0.73899
H -1.75151 -2.35445 1.16248
H -2.79645 -0.17241 -1.33378
H 2.96550 1.20054 0.81096
C 2.55629 0.34441 0.26554
H 1.13767 3.10791 -0.84919
C -1.16678 -0.67723 -0.05836
H 2.88995 -0.55821 0.78853
N 0.49198 2.33279 -0.98451
C -1.72391 -0.17003 -1.17285
H -1.11419 0.26331 -1.96239
O 0.53670 1.69839 0.32305
C -2.01747 -1.30421 1.00799
H -1.90681 -0.76935 1.95572
C 1.05950 0.42538 0.17214
H 0.22197 -2.55013 0.53266

=====

Record 7
20
Properties=species:S:1:pos:R:3 method="wB97M-V/def2-TZVPD" smiles=CC(C)(C)C(O)(O)C#N energy_ha=-440.40218 de_lowest_ev=2.315 max_force_ev_per_a=3.8 charge=0 lumo_energy_ev=0.33 homo_lumo_gap_ev=11.32 homo_ev=-10.993
H 0.72013 -1.49880 1.57048
C -1.02789 0.88004 -0.05584
H 2.61853 1.91792 -1.00817
O 1.82804 1.27686 -1.20627
C 2.50108 -0.52878 0.15907
O 1.44931 1.48156 1.19710
C -0.12862 -1.01195 1.24490
H -1.85894 0.49831 0.52228
H 2.27965 1.48208 1.73588
H -1.35299 0.98842 -1.12890
C 1.52096 0.55913 0.17914
C 0.12705 -0.12948 0.04777
H -0.66186 1.88197 0.18359
H -0.87729 -1.63514 0.91861
H -0.89853 -1.37248 -1.29554
H 0.23452 -0.36112 -2.16203
H -0.40394 -0.41904 2.09089
C 0.07993 -0.97544 -1.27501
N 3.25873 -1.40248 0.14684
H 0.79469 -1.76361 -1.14799

=====

Record 8
20
Properties=species:S:1:pos:R:3 method="wB97M-V/def2-TZVPD" smiles="C=C(C)[C@H](N)OC(C)=O" energy_ha=-440.44173 de_lowest_ev=1.238 max_force_ev_per_a=1.9 charge=0 lumo_energy_ev=0.87 homo_lumo_gap_ev=10.43 homo_ev=-9.563
C -0.13506 -0.31078 1.24740
H -1.76734 0.19993 -1.33257
H 2.39322 2.45201 -1.07339
H -0.84816 0.75993 2.80519
H 0.15414 -1.08849 1.96325
C 0.18324 -2.06913 -0.52832
C 2.12162 1.40577 -0.91835
O 1.04440 0.42343 0.93675
H 2.96019 0.90278 -0.43124
C -0.56659 -1.05286 -0.06085
C -1.86890 -0.70112 -0.72030
H -2.68721 -0.52709 -0.01653
H -0.13186 -2.67275 -1.37404
C 0.87815 1.33380 -0.08620
H -2.22927 -1.50160 -1.37627
N -1.15339 0.48339 1.87674
H 1.14397 -2.31583 -0.08469
H -1.31800 1.30607 1.29144
H 1.92701 0.92035 -1.87833
O -0.10018 2.05219 -0.23969